Computed, not measured: a molecular structure, C9H24FKO9S3, with ωB97M-V/def2-TZVPD.

Last column: Mulliken spin population.
Geometry (Å):
K -1.630 1.237 0.606  -0.001
S 0.005 -0.729 3.907  0.000
S -0.238 -2.274 -0.736  0.000
S -0.287 2.993 -2.668  0.000
F -4.087 2.068 1.785  1.001
O -0.329 -2.299 4.291  0.000
O -1.440 3.829 -2.891  0.000
O -1.033 -3.383 -0.498  0.000
O 1.489 -0.458 3.865  0.000
O -0.129 2.356 -1.362  0.000
O 0.692 -2.639 -2.054  0.000
O -0.801 -0.428 2.729  0.000
O -0.781 -0.906 -0.858  0.000
O 1.093 3.833 -3.035  0.000
C 2.207 5.561 -4.319  0.000
C 0.378 -2.135 -3.292  0.000
C 1.085 -2.327 0.497  0.000
C -0.747 -3.600 6.248  0.000
C 0.293 -2.925 5.405  0.000
C -0.343 1.746 -3.999  0.000
C 1.044 5.200 -3.299  0.000
C -1.013 -2.493 -3.724  0.000
C -0.804 0.111 5.476  0.000
H 1.201 -1.386 1.035  0.000
H -0.258 -4.464 6.698  0.000
H -1.161 -3.571 -3.653  0.000
H -0.331 0.983 5.928  0.000
H 0.623 1.267 -4.155  0.000
H 0.939 -2.285 6.007  0.000
H -1.212 -2.413 -4.792  0.000
H 1.037 -3.661 5.100  0.000
H 2.003 -2.413 -0.084  0.000
H 0.563 -1.061 -3.276  0.000
H -1.356 -2.957 6.883  0.000
H -1.778 -1.886 -3.240  0.000
H 2.481 6.615 -4.285  0.000
H -1.183 1.130 -3.678  0.000
H -1.820 0.368 5.177  0.000
H 0.808 -3.008 1.302  0.000
H -1.455 -4.075 5.569  0.000
H -0.360 2.223 -4.979  0.000
H 1.974 5.220 -5.327  0.000
H 3.021 4.849 -4.184  0.000
H 1.206 5.905 -2.484  0.000
H 0.102 5.444 -3.789  0.000
H -0.765 -0.704 6.199  0.000
H 1.098 -2.455 -4.046  0.000

Results
- Total charge: +1
- E_HOMO (alpha / beta): -13.575 / -13.575 eV
- Multiplicity: 2

Computed, not measured: a molecular structure, C9H24N18O2V, with ωB97M-V/def2-TZVPD.

Last column: Mulliken spin population.
Geometry (Å):
V 0.442 -0.349 0.607  0.883
O 2.049 -3.074 0.828  0.002
O 1.338 -4.682 -0.374  0.000
N 3.047 -0.668 2.667  0.001
N 1.613 -1.622 4.309  0.003
N -1.921 -1.250 -1.201  -0.002
N 1.276 -3.520 0.038  -0.004
N -1.376 -2.263 -1.984  0.001
N 0.283 -1.885 4.345  0.003
N 0.559 0.093 -2.016  -0.001
N -0.276 -1.543 3.234  0.019
N 0.687 -1.016 2.402  0.009
N 2.378 -0.112 0.425  -0.003
N -1.228 1.925 -0.701  -0.002
N 0.323 -2.595 -0.462  0.006
N 0.132 -3.831 -2.519  0.002
N 3.069 0.425 -0.632  0.018
N 4.298 0.604 -0.287  0.007
N 4.487 0.206 0.989  0.001
N 0.695 1.697 1.589  -0.003
N -1.846 0.064 1.343  0.016
C 3.301 -0.221 1.383  0.014
C -2.592 1.967 -0.180  0.003
C -1.166 1.863 -2.154  -0.009
C -0.408 3.004 -0.153  -0.003
C 0.174 1.360 -2.656  0.009
C -0.291 -2.947 -1.598  0.005
C 1.811 -1.099 3.118  0.012
C -2.978 0.790 0.766  0.001
C -0.189 2.850 1.337  0.000
H 3.844 -0.941 3.215  0.000
H -1.533 -2.232 -2.975  0.000
H -2.008 -0.939 1.313  0.005
H 0.222 3.778 1.731  0.000
H -3.593 0.081 0.210  -0.001
H 0.099 1.256 -3.739  0.000
H -2.754 2.914 0.339  0.000
H 1.639 1.937 1.307  0.000
H -1.935 1.159 -2.486  -0.001
H -1.399 2.832 -2.623  0.000
H -1.354 -0.408 -1.290  0.014
H 0.767 -4.525 -2.165  0.000
H 0.571 2.984 -0.636  -0.003
H -1.717 0.253 2.328  0.000
H -3.292 1.971 -1.017  0.000
H 0.954 2.099 -2.475  -0.001
H -2.871 -1.097 -1.503  0.000
H 1.540 0.171 -1.726  -0.007
H 0.540 -0.662 -2.689  0.001
H 0.744 1.495 2.581  0.002
H -0.856 3.987 -0.358  0.001
H -3.621 1.183 1.550  0.001
H -0.542 -4.143 -3.198  0.000
H -1.137 2.677 1.846  0.000

Results
- Total charge: 0
- E_HOMO (alpha / beta): -6.531 / -6.015 eV
- Relative energy (zero: lowest compared OMol25 entry of this formula, charge and spin): 2.1365 eV
- Multiplicity: 2